Molecular formula: C3H7MgO3Tb
Method: DFT, ωB97M-V/def2-TZVPD

Last column: Mulliken charge in e.
CARTESIAN COORDINATES (ANGSTROEM)
O  0.71603  -2.37683  0.42331  -0.7714
C  1.86605  -1.64166  0.18490  -0.4148
C  1.69357  -0.18986  0.61429  -0.3823
O  0.42870  0.25437  0.08640  -0.1804
C  0.15802  1.59078  0.15209  -0.5235
Tb  -1.16263  -1.58139  0.07244  1.0730
H  2.14657  -1.65196  -0.88925  0.2667
H  2.74308  -2.03476  0.73675  0.3168
H  2.49500  0.45369  0.22308  0.4028
H  1.64434  -0.09585  1.70997  0.2953
H  -4.16321  2.22139  -1.34780  0.2419
H  1.01731  2.26000  0.07980  0.3405
Mg  -4.08910  -0.41971  -1.14085  0.6760
O  -4.67905  1.33843  -1.45787  -0.6080
H  -0.81470  1.87337  0.55275  0.2674

Energy relative to the best compared isomer or geometry (same formula, charge and spin) = 0.0 kJ/mol
2S+1 = 8
Gap between HOMO and LUMO (spin up / spin down) = 6.21 / 7.30 eV
LUMO level (spin up / spin down) = -5.89 / -4.30 eV
Charge = +1
Electronic energy = -1368.402489 hartree

Molecular formula: C17H41ClN3O
Method: DFT, ωB97M-V/def2-TZVPD

Last column: Mulliken charge in e.
CARTESIAN COORDINATES (ANGSTROEM)
C  6.31114  -2.64422  2.84685  -1.0304
N  4.96714  -2.86484  2.21622  0.0065
C  4.21698  -3.92648  2.98992  -0.6751
C  2.68205  -3.87778  2.87905  -0.5368
O  2.18470  -2.67002  2.33597  -0.3227
C  2.89229  -1.54222  2.70418  0.0180
Cl  3.07222  -1.36568  4.47766  -0.1169
C  4.23945  -1.55353  2.02075  -0.5963
H  6.85493  -1.91622  2.25333  0.3942
H  6.14717  -2.26240  3.85106  0.4343
H  6.83625  -3.59353  2.88287  0.3706
H  5.15204  -3.24095  1.29061  0.4290
H  4.58063  -4.88368  2.62209  0.4097
H  4.52597  -3.82785  4.02607  0.4542
H  2.27536  -4.02354  3.87977  0.2513
H  2.30886  -4.66935  2.23589  0.4595
H  2.33498  -0.67785  2.35123  0.3624
H  4.87616  -0.74122  2.35831  0.3988
H  4.04881  -1.43306  0.95496  0.3626
C  -0.90289  -0.08555  -3.27807  -1.3149
C  -0.11065  -1.25002  -2.70673  -0.4696
N  0.57245  -0.91040  -1.46794  0.2414
C  1.58950  -1.85982  -1.08429  -0.6393
C  1.16383  -3.28640  -0.71634  -0.9074
C  -0.27617  -0.40965  -0.39851  0.3414
C  -1.43880  -1.29163  0.06899  -1.0954
H  -0.27513  0.80182  -3.36734  0.3067
H  -1.27400  -0.34423  -4.26955  0.4869
H  -1.76792  0.16682  -2.66370  0.1347
H  0.66002  -1.54041  -3.42592  0.5082
H  -0.77676  -2.12023  -2.60029  0.2912
H  2.12954  -1.42496  -0.23293  0.1125
H  2.31108  -1.91448  -1.90691  0.4577
H  0.62843  -3.31949  0.23041  0.0535
H  2.05292  -3.91840  -0.61375  0.3808
H  0.53722  -3.73954  -1.48375  0.3939
H  -0.68232  0.55462  -0.71479  -0.2684
H  0.37117  -0.18141  0.45511  -0.0708
H  -2.03658  -1.65114  -0.76897  0.2544
H  -2.10047  -0.70977  0.71266  0.4445
H  -1.10310  -2.15468  0.64326  0.2877
C  -1.62170  3.87812  -2.43574  -1.3227
C  -2.86489  4.49646  -1.81416  -0.4662
N  -3.94847  3.54323  -1.66703  0.1330
C  -5.24241  4.15395  -1.41543  -0.7075
C  -5.42790  4.93562  -0.11030  -0.9669
C  -3.63206  2.36035  -0.89004  -0.0895
C  -3.10611  2.55824  0.53769  -0.9157
H  -1.87303  3.36705  -3.36626  0.3001
H  -0.89135  4.65694  -2.65772  0.4969
H  -1.14074  3.15924  -1.76917  0.1841
H  -3.22652  5.29304  -2.46914  0.5123
H  -2.58650  4.98298  -0.86523  0.2643
H  -5.99727  3.36563  -1.47261  0.3536
H  -5.44543  4.82651  -2.25386  0.4257
H  -5.46482  4.28153  0.76034  0.2150
H  -6.37001  5.48524  -0.14414  0.4034
H  -4.63002  5.66343  0.04256  0.2778
H  -2.88959  1.78093  -1.44832  -0.3037
H  -4.52845  1.73604  -0.86395  0.3890
H  -2.29156  3.28331  0.57348  0.2129
H  -2.71630  1.60973  0.91555  0.2779
H  -3.88336  2.88578  1.22604  0.3232

Energy relative to the best compared isomer or geometry (same formula, charge and spin) = 0.0 kJ/mol
Gap between HOMO and LUMO = 6.22 eV
LUMO level = -3.22 eV
Charge = +1
Electronic energy = -1371.732849 hartree